(A)
Here is 7 unconnected molecules or ions with the total composition C5H24N2O6 from the OMol25 dataset. Energies are from wB97M-V/def2-TZVPD.

Properties
Gap between HOMO and LUMO in eV: 9.433
Charge: +2

Each line ends with the Mulliken charge.
Cartesian coordinates (Å):
1 O -0.781 1.467 -2.899  -0.567
2 O 3.191 -0.120 2.424  -0.608
3 O 0.268 1.991 0.353  -0.451
4 O 1.937 2.770 -1.754  -0.576
5 O 1.803 -0.552 -0.827  -0.673
6 O 0.264 -3.012 -0.490  -0.592
7 N 0.691 -0.896 1.592  -0.057
8 N -2.692 -0.122 -1.464  0.061
9 C -2.229 -0.694 -2.519  -0.177
10 C -2.367 -0.040 0.901  -0.469
11 C -1.903 -0.429 -0.294  0.609
12 C -0.324 -0.149 2.464  -0.491
13 C -1.824 -0.596 2.197  -0.838
14 H 0.014 1.405 -2.368  0.364
15 H -3.290 0.564 0.933  0.301
16 H 0.446 -1.907 1.319  0.267
17 H 2.257 0.286 -0.661  0.192
18 H -1.953 -1.705 2.256  0.390
19 H -3.516 0.478 -1.334  0.291
20 H -0.590 1.966 -3.696  0.297
21 H -0.958 -1.012 -0.420  -0.103
22 H -1.387 -1.318 -2.671  0.277
23 H -0.421 -3.500 -0.948  0.293
24 H 0.477 2.713 0.950  0.266
25 H 1.105 -0.282 0.840  0.143
26 H -2.403 -0.260 3.137  0.389
27 H 2.133 -0.924 -1.653  0.291
28 H -0.004 -0.435 3.546  0.430
29 H 3.436 0.369 3.216  0.306
30 H -2.971 -0.639 -3.419  0.286
31 H -0.048 0.878 2.326  0.268
32 H 1.656 3.602 -2.161  0.295
33 H 1.404 -1.103 2.318  0.529
34 H 4.069 -0.556 2.175  0.312
35 H 1.109 -3.184 -0.915  0.289
36 H 0.525 2.309 -0.520  0.176
37 H 2.873 2.637 -1.936  0.283


(B)
Here is 6 unconnected molecules or ions with the total composition C5H24N2O6 from the OMol25 dataset. Energies are from wB97M-V/def2-TZVPD.

Properties
Gap between HOMO and LUMO in eV: 11.244
Charge: +2

Each line ends with the Mulliken charge.
Cartesian coordinates (Å):
1 O 0.609 -4.468 -1.532  -0.631
2 O -0.210 -1.235 -4.838  -0.688
3 O -0.967 0.734 3.092  -0.722
4 O 2.369 2.911 3.167  -0.637
5 O -3.381 0.719 2.218  -0.582
6 O 2.102 -0.913 1.027  -0.506
7 N 0.678 1.503 1.784  -0.273
8 N -1.621 -1.375 -2.427  -0.296
9 C 1.879 -0.091 0.050  -0.593
10 C 0.516 0.626 0.521  0.016
11 C -0.544 0.707 -1.661  -0.663
12 C 0.076 1.639 -0.602  -0.519
13 C -1.389 -0.221 -1.374  -0.268
14 H -3.643 1.666 2.432  0.324
15 H 0.748 2.479 -0.913  0.434
16 H -0.250 -0.178 0.701  0.051
17 H -0.004 0.926 -2.569  0.381
18 H -1.320 -2.298 -2.174  0.375
19 H -4.200 0.242 1.992  0.291
20 H 3.354 2.873 3.127  0.313
21 H 1.483 -0.533 -0.920  0.286
22 H -0.784 2.286 -0.072  0.328
23 H -0.898 -1.189 -3.312  0.330
24 H -2.604 -1.461 -2.723  0.382
25 H 0.720 -5.210 -2.256  0.355
26 H 2.708 0.652 -0.135  0.340
27 H 0.957 0.864 2.502  0.415
28 H 1.358 2.217 1.751  0.553
29 H -1.777 -0.616 -0.488  0.554
30 H -1.761 0.712 3.746  0.392
31 H 2.742 -1.704 0.760  0.371
32 H -0.273 1.871 1.879  0.327
33 H -0.511 -1.179 -5.739  0.330
34 H -1.298 -0.019 2.635  0.264
35 H 2.305 3.761 3.718  0.313
36 H 1.456 -4.330 -1.203  0.296
37 H 0.693 -0.674 -4.917  0.357


Looking at the structures above, (A) is most stable, and the difference to the next one is 174.9 kJ/mol.